1.
Here is a molecular structure, C6H13N2RuS at a distorted geometry from the Open Molecules 2025 dataset. Energies are from ωB97M-V with the def2-TZVPD basis set.

Geometry (Å):
Ru1 -0.245 0.734 -1.864
S1 0.872 1.087 0.224
N1 -1.484 2.469 -1.897
N2 -0.351 0.077 2.374
C1 1.190 -2.195 2.428
C2 0.433 0.502 -3.698
C3 -0.602 -0.861 3.336
C4 0.174 -2.003 3.378
C5 1.422 -1.239 1.450
C6 0.587 -0.132 1.384
H1 -2.450 2.248 -1.634
H2 -0.890 0.941 2.335
H3 1.797 -3.097 2.458
H4 -0.545 0.660 -4.234
H5 -0.832 -0.733 -1.815
H6 0.754 -0.305 -1.443
H7 2.183 -1.343 0.683
H8 0.613 -0.604 -3.810
H9 1.288 1.185 -3.842
H10 -1.432 2.916 -2.816
H11 -1.061 3.061 -1.183
H12 0.004 -2.727 4.176
H13 -1.426 -0.638 4.009

Results
HOMO energy (alpha / beta)   -0.3072 / -0.4512 Eh
Spin multiplicity   5
ΔE to the lowest compared entry with this formula, charge and spin   152.9 kJ/mol
Expectation value of S²   6.040
DFT total energy   -838.5410 a.u.
Net charge   +1
Largest force on an atom   2.18 eV/A

2.
Here is a molecular structure, C29H37BN7O2RbSi from the Open Molecules 2025 dataset. Energies are from ωB97M-V with the def2-TZVPD basis set.

Geometry (Å):
Rb1 -0.554 0.689 -0.377
Si1 1.107 3.932 -1.183
O1 -4.806 -0.336 -0.121
O2 -3.309 1.269 -0.653
N1 2.544 -3.239 -0.337
N2 2.217 -4.159 0.603
N3 2.439 -1.139 1.129
N4 1.313 -0.794 -2.351
N5 2.239 -0.912 -1.367
N6 -5.490 0.823 2.230
N7 1.826 0.042 1.411
C1 5.701 3.939 -2.441
C2 3.818 -3.107 -2.531
C3 3.301 -0.114 -1.621
C4 3.513 -0.273 2.847
C5 3.313 -3.796 -1.302
C6 3.411 4.568 -2.848
C7 2.167 5.334 1.244
C8 2.046 1.892 3.009
C9 -0.123 4.702 1.304
C10 4.737 4.520 -3.257
C11 4.496 -0.005 -0.732
C12 1.799 0.078 -3.222
C13 1.001 0.489 -4.417
C14 3.464 -1.349 1.981
C15 1.078 4.747 0.584
C16 3.515 -5.120 -0.951
C17 4.380 -2.531 1.959
C18 5.307 3.397 -1.223
C19 2.640 -6.517 1.088
C20 2.800 -5.289 0.248
C21 -4.484 1.480 1.390
C22 3.064 0.535 -2.814
C23 2.467 0.575 2.438
C24 2.066 5.833 2.536
C25 2.980 4.026 -1.629
C26 -0.243 5.214 2.590
C27 -4.179 0.725 0.074
C28 0.859 5.778 3.221
C29 3.972 3.428 -0.840
B1 1.923 -1.826 -0.165
H1 0.779 6.161 4.232
H2 3.605 -6.898 1.432
H3 0.719 -1.928 -0.110
H4 -6.357 1.345 2.189
H5 4.075 -5.853 -1.509
H6 3.121 5.400 0.733
H7 4.269 -3.857 -3.183
H8 4.734 -2.767 0.954
H9 0.688 5.174 -1.963
H10 0.883 1.574 -4.442
H11 -5.676 -0.057 1.746
H12 4.219 -0.123 3.650
H13 1.484 0.180 -5.347
H14 3.877 -3.422 2.333
H15 4.903 -0.985 -0.469
H16 1.575 1.770 3.987
H17 -4.786 2.495 1.118
H18 2.677 5.042 -3.493
H19 3.689 1.284 -3.274
H20 6.041 2.931 -0.574
H21 4.580 -2.361 -2.304
H22 1.337 2.389 2.347
H23 2.938 6.269 3.015
H24 3.019 -2.604 -3.075
H25 -0.992 4.236 0.844
H26 -1.195 5.154 3.107
H27 2.031 -6.279 1.960
H28 5.245 -2.318 2.589
H29 -3.539 1.581 1.933
H30 2.900 2.560 3.133
H31 2.147 -7.319 0.534
H32 3.688 2.956 0.097
H33 0.012 0.034 -4.374
H34 5.024 4.945 -4.214
H35 6.740 3.907 -2.750
H36 5.266 0.562 -1.252
H37 4.256 0.512 0.199

Results
HOMO energy   -0.0479 Eh
Spin multiplicity   1
ΔE to the lowest compared entry with this formula, charge and spin   7.6 kJ/mol
DFT total energy   -1999.6711 a.u.
Net charge   -2
Largest force on an atom   0.21 eV/A

3.
Here is 2 unconnected molecules or ions with the total composition CFOPS at a distorted geometry from the Open Molecules 2025 dataset. Energies are from ωB97M-V with the def2-TZVPD basis set.

Geometry (Å):
S1 0.808 -2.407 -1.941
P1 1.194 -1.445 -0.295
F1 1.547 0.145 -0.860
O1 -1.517 1.141 0.522
C1 -0.999 0.346 1.127

Results
HOMO energy (alpha / beta)   -0.2871 / -0.4076 Eh
Spin multiplicity   3
ΔE to the lowest compared entry with this formula, charge and spin   0.0 kJ/mol
Expectation value of S²   2.009
DFT total energy   -952.6869 a.u.
Largest force on an atom   3.39 eV/A

4.
Here is 2 unconnected molecules or ions with the total composition CH5NOS at a distorted geometry from the Open Molecules 2025 dataset. Energies are from ωB97M-V with the def2-TZVPD basis set.

Geometry (Å):
S1 -1.863 0.378 0.865
O1 -2.168 1.267 -0.235
N1 2.321 0.788 -0.287
C1 -1.485 -1.112 0.231
H1 1.715 0.347 -1.028
H2 -1.352 -1.262 -0.854
H3 1.683 1.537 -0.009
H4 2.326 0.022 0.462
H5 -1.178 -1.965 0.854

Results
HOMO energy   -0.3623 Eh
Spin multiplicity   1
ΔE to the lowest compared entry with this formula, charge and spin   193.9 kJ/mol
DFT total energy   -569.2143 a.u.
Largest force on an atom   3.56 eV/A

5.
Here is 2 unconnected molecules or ions with the total composition C6H18NO at a distorted geometry from the Open Molecules 2025 dataset. Energies are from ωB97M-V with the def2-TZVPD basis set.

Geometry (Å):
O1 -1.958 2.761 -1.905
N1 0.475 -1.116 1.902
C1 2.717 -1.364 0.774
C2 0.683 -0.601 -0.521
C3 -0.460 0.447 -0.849
C4 -1.670 -0.353 -1.304
C5 1.410 -0.588 0.795
C6 -0.767 1.470 0.255
H1 1.360 -0.679 -1.370
H2 -1.834 1.669 0.292
H3 -2.405 1.932 -2.086
H4 2.958 -1.822 1.741
H5 1.676 0.385 1.209
H6 0.945 -1.425 2.755
H7 -1.590 -0.934 -2.223
H8 -0.635 0.988 1.235
H9 -0.028 1.028 -1.658
H10 0.175 -1.573 -0.603
H11 -0.135 -0.344 2.170
H12 2.894 -2.081 -0.024
H13 -0.204 2.395 0.300
H14 -0.110 -1.893 1.585
H15 -2.023 -1.113 -0.597
H16 -2.563 0.272 -1.371
H17 3.565 -0.675 0.721
H18 -2.472 3.215 -1.223

Results
HOMO energy   -0.5185 Eh
Spin multiplicity   1
ΔE to the lowest compared entry with this formula, charge and spin   132.6 kJ/mol
DFT total energy   -369.1270 a.u.
Net charge   +1
Largest force on an atom   1.86 eV/A

6.
Here is a molecular structure, C14H24CaCl3F3LiNO7S at a distorted geometry from the Open Molecules 2025 dataset. Energies are from ωB97M-V with the def2-TZVPD basis set.

Geometry (Å):
Ca1 1.910 -3.977 -1.937
Cl1 -7.985 -0.160 -0.730
Cl2 1.683 2.311 0.709
Cl3 3.359 1.916 -1.471
S1 5.195 -0.292 0.656
F1 -0.827 -0.880 -0.730
F2 -0.636 -1.621 1.291
F3 -0.592 -3.009 -0.376
O1 -0.866 4.155 -4.209
O2 3.338 1.420 0.885
O3 4.429 1.142 0.137
O4 6.689 -0.021 0.412
O5 4.829 -1.611 -0.354
O6 -3.348 -2.239 1.190
O7 -3.263 -1.995 -1.061
N1 -7.184 -0.581 1.966
C1 2.516 -1.754 -1.540
C2 1.584 -1.326 -2.790
C3 2.667 2.755 3.031
C4 3.792 2.478 1.848
C5 2.284 -0.417 -3.901
C6 -4.689 -2.183 -1.130
C7 3.784 0.066 -3.872
C8 2.258 1.398 3.821
C9 -5.420 -0.896 -0.803
C10 -1.199 -1.886 0.094
C11 4.026 -1.237 -1.496
C12 0.687 1.016 3.726
C13 4.690 -0.360 -2.636
C14 -2.715 -2.050 0.174
Li1 0.671 1.071 -4.540
H1 1.636 -0.077 -4.817
H2 -4.919 -2.484 -2.156
H3 -0.421 4.678 -3.553
H4 -0.013 1.753 4.282
H5 -6.597 -1.419 1.918
H6 4.004 3.501 1.363
H7 -5.004 -3.004 -0.477
H8 -7.696 -0.573 2.852
H9 0.566 -0.005 4.277
H10 4.749 2.108 2.376
H11 2.852 0.525 3.358
H12 -5.227 -0.585 0.227
H13 2.096 -2.430 -0.674
H14 -5.076 -0.084 -1.450
H15 3.217 3.441 3.805
H16 -6.520 -1.019 -0.933
H17 2.501 1.557 4.936
H18 5.795 -0.066 -2.490
H19 -7.858 -0.585 1.171
H20 0.474 -1.643 -2.876
H21 0.332 0.823 2.632
H22 -6.593 0.252 1.904
H23 1.763 3.363 2.640
H24 4.275 0.733 -4.678

Results
HOMO energy   -0.2069 Eh
Spin multiplicity   1
DFT total energy   -3891.8606 a.u.
Largest force on an atom   7.12 eV/A